P:
# C3H2OS

C3H2OS in the gas phase (ωB97M-V/def2-TZVPD, the OMol25 dataset).

The value obtained for the lowest unoccupied orbital energy (spin up / spin down) is -0.0176 / -0.0177 Ha. Its total charge is 0. The molar mass comes out at 86.1 g mol⁻¹.

Each line ends with the Löwdin charge.
Geometry (Å):
C -0.9669 1.0614 -0.0460  0.184
C 0.3026 0.8992 0.4470  -0.117
C 0.0107 -0.4110 0.1132  -0.418
O 1.5220 -2.3659 -0.5007  -0.627
S 0.0959 -1.9398 -0.5060  0.864
H -1.9193 1.2526 -0.4071  0.059
H 0.9549 1.5033 0.8996  0.056



Q:
# C3H2OS

2 unconnected molecules or ions with the total composition C3H2OS (ωB97M-V/def2-TZVPD, the OMol25 dataset).

The value obtained for the lowest unoccupied orbital energy is 0.0270 Ha. Its total charge is 0. The molar mass comes out at 86.1 g mol⁻¹.

Each line ends with the Löwdin charge.
Geometry (Å):
O -1.4057 -3.6059 1.4196  0.089
C -1.9275 -2.6007 1.6795  -0.945
S -2.6333 -1.3302 2.0313  0.856
C -0.3139 0.9395 0.4595  0.013
C -0.1063 -0.2454 0.1187  -0.011
H -0.1693 1.8647 0.8861  -0.009
H 0.0698 -1.1472 -0.3714  0.006



Which structure loses on stability? P does.



P:
# C3H5N2O

A gas-phase ion, C3H5N2O (charge +1) (ωB97M-V/def2-TZVPD, the OMol25 dataset).

The value obtained for the lowest unoccupied orbital energy is -0.2747 Ha. Its total charge is +1. The molar mass comes out at 85.1 g mol⁻¹.

Each line ends with the Löwdin charge.
Geometry (Å):
C -1.9137 -0.9849 -0.2635  -0.123
C 0.4211 -0.3652 0.2428  -0.211
C 0.5385 1.0791 -0.1714  0.314
N -0.7003 -1.2664 0.0430  0.124
N -2.4012 0.2334 0.1361  0.101
O -1.7890 1.2905 0.1159  0.085
H -2.6360 -1.7635 -0.3825  0.137
H 1.1438 -0.9688 -0.2588  0.144
H 0.6076 -0.3714 1.4378  0.206
H 0.2045 1.1805 -1.2089  0.105
H 1.0613 1.9436 0.2060  0.118



Q:
# C3H5N2O

A gas-phase ion, C3H5N2O (charge +1) (ωB97M-V/def2-TZVPD, the OMol25 dataset).

The value obtained for the lowest unoccupied orbital energy (spin up / spin down) is -0.2148 / -0.2147 Ha. Its total charge is +1. The molar mass comes out at 85.1 g mol⁻¹.

Each line ends with the Löwdin charge.
Geometry (Å):
C 0.1724 1.1973 -0.0754  0.044
C 1.7893 -0.6219 0.2200  0.161
C -1.7406 -0.3652 0.0795  -0.251
N -1.0907 0.8754 0.1128  0.112
N 1.1953 0.3143 -0.3923  0.015
O -1.1960 -1.3997 0.1019  0.162
H 2.5559 -1.2420 -0.2700  0.136
H 1.3818 -0.9280 1.2422  0.158
H -2.7756 -0.1161 0.0792  0.142
H -1.6844 1.6333 0.2562  0.123
H 1.3927 0.6526 -1.3539  0.197



R:
# C3H5N2O

A gas-phase ion, C3H5N2O (charge +1) (ωB97M-V/def2-TZVPD, the OMol25 dataset).

The value obtained for the lowest unoccupied orbital energy is -0.2058 Ha. Its total charge is +1. The molar mass comes out at 85.1 g mol⁻¹.

Each line ends with the Löwdin charge.
Geometry (Å):
C -0.7286 -0.1012 -1.0806  0.040
N -0.0446 -0.5460 0.0741  -0.082
C 0.6335 0.0402 1.0291  0.084
C 1.0852 -0.9976 1.8809  -0.001
N 0.6590 -2.1275 1.3948  0.142
O -0.0162 -1.8996 0.3206  0.092
H -0.6069 1.0879 -1.2211  0.181
H -0.3249 -0.5899 -1.9674  0.118
H -1.7927 -0.3281 -1.0081  0.118
H 0.7759 1.1020 1.1018  0.164
H 1.6728 -0.9487 2.7784  0.144



S:
# C3H5N2O

A gas-phase ion, C3H5N2O (charge +1) (ωB97M-V/def2-TZVPD, the OMol25 dataset).

The value obtained for the lowest unoccupied orbital energy (spin up / spin down) is -0.2064 / -0.2063 Ha. Its total charge is +1. The molar mass comes out at 85.1 g mol⁻¹.

Each line ends with the Löwdin charge.
Geometry (Å):
O -2.7565 -0.4692 -0.4744  0.053
N -2.2646 0.2528 0.3938  -0.042
C -1.0259 0.4576 0.2299  0.117
N 0.1481 0.1438 0.0329  0.030
C 1.2393 -0.7625 0.2475  0.026
C 1.3805 0.4479 -0.6102  0.011
H -2.8555 0.7784 1.0675  0.222
H 1.1412 -1.7456 -0.1981  0.146
H 1.6720 -0.7634 1.2399  0.143
H 1.9291 1.3065 -0.2383  0.146
H 1.3923 0.3536 -1.6906  0.148



Which structure loses on stability? P does.